[1]
{"formula": "C31H62I2O10P", "method": "wB97M-V/def2-TZVPD", "species": ["I", "I", "P", "O", "O", "O", "O", "O", "O", "O", "O", "O", "O", "C", "C", "C", "C", "C", "C", "C", "C", "C", "C", "C", "C", "C", "C", "C", "C", "C", "C", "C", "C", "C", "C", "C", "C", "C", "C", "C", "C", "C", "C", "C", "H", "H", "H", "H", "H", "H", "H", "H", "H", "H", "H", "H", "H", "H", "H", "H", "H", "H", "H", "H", "H", "H", "H", "H", "H", "H", "H", "H", "H", "H", "H", "H", "H", "H", "H", "H", "H", "H", "H", "H", "H", "H", "H", "H", "H", "H", "H", "H", "H", "H", "H", "H", "H", "H", "H", "H", "H", "H", "H", "H", "H", "H"], "positions_angstrom": [[0.78, 1.27, -1.74], [3.16, -2.14, 3.05], [-0.14, -1.05, -1.60], [1.97, -4.26, 7.64], [2.04, 2.95, 1.33], [-1.16, -2.81, 4.74], [-2.94, 0.59, -4.71], [-2.53, -3.80, -1.79], [-3.36, 2.97, -8.11], [8.82, 0.50, 1.99], [-0.60, -1.00, 0.08], [1.55, -1.45, -1.23], [0.25, 4.54, 0.88], [-2.55, 2.86, -1.18], [-2.30, -2.42, 4.50], [1.04, -2.45, 6.39], [-4.10, 5.00, -7.10], [5.55, -0.68, 1.44], [-3.92, 0.16, -5.32], [-1.70, -0.22, -2.34], [1.54, -3.11, 7.65], [4.45, -1.05, 0.28], [-3.40, -2.56, 5.52], [-2.78, -4.99, -1.61], [0.37, -1.81, 0.89], [-2.88, 0.11, -1.25], [-3.15, 3.85, -7.27], [-3.76, -0.72, -6.53], [9.03, 1.38, 2.82], [-2.70, -5.98, -2.74], [2.60, 4.51, -0.61], [1.50, -2.30, 8.92], [10.24, 1.34, 3.72], [-1.94, 3.81, -6.38], [1.59, 4.00, 0.59], [-2.11, 4.03, -0.08], [-2.65, -1.80, 3.18], [3.21, -2.02, 0.82], [-3.17, -5.52, -0.26], [-2.64, 1.46, -0.34], [1.82, -1.34, 0.24], [-5.32, 0.48, -4.88], [-0.59, 4.62, -0.34], [8.08, 2.53, 2.99], [-2.26, 3.76, -5.33], [-3.01, -3.02, 6.43], [-0.62, -2.42, -1.64], [-5.28, 1.12, -3.99], [-1.35, 2.92, -6.61], [1.90, -2.90, 9.74], [3.43, -3.09, 0.37], [5.09, 0.15, 2.13], [-3.68, -6.44, -2.90], [-2.69, -0.87, -6.73], [0.29, -1.31, -2.97], [-3.42, -2.39, 2.68], [2.10, 5.26, -1.38], [-1.95, -6.75, -2.52], [-2.41, -5.46, -3.66], [-4.22, -1.69, -6.35], [-0.01, -2.18, 6.51], [-4.93, 4.90, -7.82], [-4.17, -5.96, -0.30], [-4.51, 5.00, -6.09], [-1.38, 0.79, -2.89], [2.98, 3.59, -1.26], [-5.85, -0.44, -4.62], [-4.21, -0.24, -7.40], [10.83, 0.45, 3.48], [-3.01, -0.77, 3.33], [7.25, 2.43, 2.28], [10.85, 2.23, 3.55], [-2.09, -0.93, -3.21], [-1.87, 2.83, -2.13], [-0.08, 4.18, -1.30], [4.99, -1.54, -0.66], [-3.87, 0.32, -1.88], [2.12, -1.41, 8.81], [-3.12, -0.84, -0.59], [-2.08, 3.52, 0.99], [9.92, 1.29, 4.76], [-1.63, 1.39, 0.30], [6.00, -1.60, 2.02], [8.60, 3.47, 2.79], [-3.79, -1.57, 5.78], [6.47, -0.17, 0.88], [1.91, -0.24, 0.69], [-3.18, -4.69, 0.46], [-3.53, 1.52, 0.45], [-3.68, 3.13, -1.49], [-3.58, 5.94, -7.31], [3.95, -0.03, -0.06], [3.55, 4.96, -0.09], [-0.72, 5.78, -0.55], [-1.33, 4.70, -6.54], [-2.91, 4.89, 0.02], [1.13, -3.15, 5.55], [-2.44, -6.26, 0.08], [-5.84, 1.02, -5.67], [7.67, 2.54, 4.00], [-1.76, -1.77, 2.55], [-4.20, -3.19, 5.12], [0.26, -1.75, 2.06], [1.64, -1.56, 6.17], [0.47, -2.02, 9.15], [0.03, -2.91, 0.56]], "mulliken_charge": [-0.364, -0.017, 0.375, -0.596, -0.502, -0.506, -0.569, -0.449, -0.583, -0.519, 0.007, -0.508, -0.332, 0.072, 0.802, -0.693, -1.141, -0.972, 1.020, -0.470, 0.797, -0.106, -1.299, 0.809, -0.383, -0.140, 0.887, -1.294, 0.829, -1.223, -0.673, -1.080, -1.113, -0.949, 0.559, -0.573, -0.372, -0.577, -0.918, -0.764, 0.451, -1.222, -0.279, -1.016, 0.166, 0.317, -0.438, 0.247, 0.257, 0.308, 0.406, 0.266, 0.346, 0.303, 0.032, 0.333, 0.235, 0.342, 0.276, 0.369, 0.160, 0.299, 0.374, 0.303, 0.137, 0.195, 0.341, 0.362, 0.292, 0.380, 0.233, 0.325, 0.067, 0.023, 0.185, 0.304, 0.080, 0.308, 0.212, 0.260, 0.318, 0.253, 0.243, 0.342, 0.324, 0.275, 0.013, 0.063, 0.203, 0.206, 0.347, 0.122, 0.307, 0.159, 0.427, 0.394, 0.143, 0.332, 0.392, 0.312, -0.303, 0.346, -0.001, 0.367, 0.296, 0.110], "total_charge": -1, "e_tot_ha": -2907.266071}

***

[2]
{"formula": "C28H35F21O14", "method": "wB97M-V/def2-TZVPD", "species": ["F", "F", "F", "F", "F", "F", "F", "F", "F", "F", "F", "F", "F", "F", "F", "F", "F", "F", "F", "F", "F", "O", "O", "O", "O", "O", "O", "O", "O", "O", "O", "O", "O", "O", "O", "C", "C", "C", "C", "C", "C", "C", "C", "C", "C", "C", "C", "C", "C", "C", "C", "C", "C", "C", "C", "C", "C", "C", "C", "C", "C", "C", "C", "H", "H", "H", "H", "H", "H", "H", "H", "H", "H", "H", "H", "H", "H", "H", "H", "H", "H", "H", "H", "H", "H", "H", "H", "H", "H", "H", "H", "H", "H", "H", "H", "H", "H", "H"], "positions_angstrom": [[1.83, -15.46, -1.11], [-0.29, -15.85, -1.32], [1.15, -12.74, -5.95], [2.54, -17.36, 1.40], [0.33, -25.29, 3.86], [0.56, -11.09, -4.68], [-0.61, -13.46, -9.55], [4.58, -16.82, 1.80], [-2.46, -18.34, -7.27], [2.19, -25.52, 2.77], [4.23, -14.57, -9.57], [3.99, -18.89, 1.90], [-2.21, -14.57, -10.49], [0.30, -13.14, -4.00], [-4.25, -17.16, -6.93], [1.83, -23.74, 3.97], [1.10, -17.51, -1.09], [-0.57, -15.62, -9.51], [5.00, -13.86, -7.66], [2.89, -13.63, -8.14], [-4.37, -19.31, -6.91], [4.09, -19.14, -0.64], [4.43, -16.95, -0.94], [-0.38, -15.45, -12.43], [2.22, -16.75, -3.58], [4.57, -16.29, -6.91], [2.52, -16.30, -7.86], [2.66, -11.68, -2.99], [-4.13, -19.46, -9.51], [0.76, -13.66, -11.68], [0.13, -16.01, -3.87], [-0.06, -24.62, 1.16], [-4.09, -17.22, -9.64], [0.88, -22.69, 1.83], [3.35, -13.01, -4.67], [3.81, -17.74, 1.25], [4.15, -19.37, -2.05], [4.15, -17.87, -0.25], [1.16, -16.38, -3.16], [0.31, -15.95, -5.30], [-4.03, -18.24, -9.03], [-0.85, -15.23, -5.93], [3.95, -14.44, -8.27], [-0.14, -14.62, -11.61], [-3.78, -18.26, -7.50], [0.44, -22.03, 0.63], [2.93, -13.97, -12.71], [-4.25, -19.57, -10.95], [1.26, -20.77, 0.45], [0.93, -16.30, -1.64], [-0.90, -14.56, -10.26], [1.48, -13.53, -12.90], [4.49, -18.70, -7.19], [1.27, -24.64, 3.15], [-2.87, -19.74, -11.55], [3.59, -15.82, -7.66], [4.35, -17.53, -6.22], [3.50, -20.69, -2.45], [0.61, -23.99, 1.92], [4.70, -14.64, -3.52], [2.48, -12.29, -4.01], [1.09, -12.30, -4.68], [4.64, -13.25, -4.09], [-2.95, -19.86, -12.63], [-2.38, -20.64, -11.17], [5.12, -17.58, -5.46], [3.60, -18.74, -7.83], [0.41, -16.97, -5.68], [5.67, -14.86, -3.09], [1.20, -20.14, 1.34], [5.36, -18.52, -7.82], [-4.69, -18.67, -11.38], [3.77, -20.86, -3.49], [1.25, -15.46, -5.55], [2.41, -20.63, -2.42], [-1.67, -15.93, -6.11], [4.01, -14.77, -2.68], [3.05, -15.05, -12.63], [3.95, -21.43, -1.78], [2.32, -21.01, 0.38], [4.56, -19.64, -6.65], [-4.90, -20.43, -11.07], [1.50, -12.48, -13.17], [5.34, -13.15, -4.92], [1.00, -14.10, -13.69], [0.93, -20.21, -0.41], [3.45, -13.76, -13.65], [3.64, -18.53, -2.54], [-0.61, -21.77, 0.74], [-1.26, -14.39, -5.38], [0.55, -22.72, -0.21], [-2.25, -18.87, -11.34], [3.37, -13.33, -11.95], [4.40, -15.42, -4.23], [4.87, -12.51, -3.32], [5.16, -19.25, -2.45], [-0.62, -14.84, -6.92], [3.37, -17.55, -5.74]], "mulliken_charge": [-0.216, -0.263, -0.182, -0.221, -0.250, -0.271, -0.262, -0.264, -0.243, -0.252, -0.262, -0.247, -0.243, -0.244, -0.238, -0.236, -0.178, -0.220, -0.247, -0.202, -0.259, -0.243, -0.505, -0.561, -0.380, -0.287, -0.483, -0.553, -0.321, -0.225, -0.379, -0.517, -0.516, -0.195, -0.218, 0.858, 0.715, 0.409, 0.202, 0.676, 0.346, -1.560, 0.834, 0.234, 0.947, -0.576, -1.071, -0.210, -0.701, 0.802, 1.048, -0.312, -1.399, 0.874, -0.947, 0.338, 0.228, -1.324, 0.331, -0.626, 0.305, 0.976, -0.535, 0.358, 0.296, 0.430, 0.299, 0.569, 0.515, 0.353, 0.342, 0.296, 0.457, -0.328, 0.250, 0.287, 0.157, 0.310, 0.338, 0.256, 0.402, 0.306, 0.307, 0.298, 0.361, 0.235, 0.428, -0.484, 0.277, 0.386, 0.386, 0.210, 0.233, -0.057, 0.418, 0.380, 0.223, 0.026], "total_charge": 0, "smiles": "CCOC(=O)C(F)(F)F.CCOC(=O)C(F)(F)F.CCOC(=O)C(F)(F)F.CCOC(=O)C(F)(F)F.CCOC(=O)C(F)(F)F.CCOC(=O)C(F)(F)F.CCOC(=O)C(F)(F)F", "de_lowest_kcal_mol": 7.1}

***

[3]
{"formula": "C51H83BN11OP2Si2Sr", "method": "wB97M-V/def2-TZVPD", "species": ["Sr", "P", "P", "Si", "Si", "O", "N", "N", "N", "N", "N", "N", "N", "N", "N", "N", "N", "C", "C", "C", "C", "C", "C", "C", "C", "C", "C", "C", "C", "C", "C", "C", "C", "C", "C", "C", "C", "C", "C", "C", "C", "C", "C", "C", "C", "C", "C", "C", "C", "C", "C", "C", "C", "C", "C", "C", "C", "C", "C", "C", "C", "C", "C", "C", "C", "C", "C", "C", "B", "H", "H", "H", "H", "H", "H", "H", "H", "H", "H", "H", "H", "H", "H", "H", "H", "H", "H", "H", "H", "H", "H", "H", "H", "H", "H", "H", "H", "H", "H", "H", "H", "H", "H", "H", "H", "H", "H", "H", "H", "H", "H", "H", "H", "H", "H", "H", "H", "H", "H", "H", "H", "H", "H", "H", "H", "H", "H", "H", "H", "H", "H", "H", "H", "H", "H", "H", "H", "H", "H", "H", "H", "H", "H", "H", "H", "H", "H", "H", "H", "H", "H", "H"], "positions_angstrom": [[1.39, 0.26, -2.09], [1.22, -2.04, 2.65], [-1.47, 0.14, 2.84], [-0.21, 3.19, -2.12], [-3.96, -2.15, -1.01], [2.88, 2.64, 1.00], [1.19, -0.35, -4.76], [4.85, -3.15, -3.54], [2.42, -0.32, -4.13], [1.70, -2.42, -2.62], [3.75, 0.50, -1.56], [3.00, 2.63, 2.27], [3.81, -2.42, -4.00], [-0.51, -3.72, 3.89], [-2.74, -2.07, 3.79], [3.77, -0.86, -1.89], [0.73, -2.04, -1.71], [-4.25, 0.34, 2.77], [3.72, 1.67, 2.90], [-0.16, -3.01, -1.68], [2.09, -1.76, 4.26], [-3.63, -3.55, -2.29], [0.20, -4.05, -2.54], [0.16, 5.91, -3.44], [-2.92, 2.44, -1.47], [5.29, -3.84, -4.57], [-2.61, -1.05, -0.60], [0.25, 3.92, -4.88], [3.18, 0.69, -4.62], [0.59, 4.44, -3.48], [-4.23, -5.14, 5.05], [-2.86, -3.36, 4.21], [-3.04, 0.88, 3.55], [-3.23, 0.67, 5.05], [-1.58, -1.61, 3.42], [-3.09, -5.96, 5.17], [-2.98, 2.39, 3.27], [1.37, -3.63, -3.13], [-1.32, 5.31, -0.30], [3.61, -2.66, -5.32], [-1.73, -4.18, 4.31], [-2.18, 1.85, -3.73], [2.12, 4.38, -3.37], [-4.57, -3.05, 0.55], [-0.42, -2.51, 3.40], [-0.20, 0.77, 4.03], [4.77, -1.45, -1.20], [2.55, 3.67, 4.36], [5.40, -0.52, -0.43], [-1.85, -5.49, 4.81], [-0.40, 3.23, 0.70], [3.91, 1.72, 4.26], [-2.10, 2.96, -2.66], [1.03, -4.44, 1.20], [-4.12, -3.86, 4.58], [2.00, -3.67, 2.10], [1.24, 0.64, -5.63], [2.55, -4.60, 3.19], [2.46, 1.33, -5.59], [-2.85, 4.18, -3.21], [-0.23, 4.24, -0.44], [-5.50, -1.32, -1.78], [1.11, 4.95, -0.18], [4.73, 0.67, -0.69], [4.55, -3.58, -5.73], [2.41, 3.62, 3.00], [3.17, -3.21, 1.22], [3.33, 2.72, 5.02], [2.93, -1.54, -3.14], [-3.89, 3.91, -3.42], [2.49, 4.81, -2.44], [4.18, 0.87, -4.24], [-1.05, -2.84, -1.08], [4.86, 1.65, -0.26], [-0.19, 0.28, 5.01], [-0.35, -4.96, -2.73], [-0.42, 3.74, 1.68], [-1.20, 5.84, 0.66], [-1.74, 2.15, -4.68], [-4.18, 1.11, 5.36], [-3.08, 3.21, -0.71], [-0.79, 4.11, -5.15], [-2.13, -1.10, 0.37], [1.81, -0.79, 4.67], [0.79, 0.69, 3.58], [-6.31, -2.03, -1.98], [-5.20, -5.54, 5.33], [-2.98, 2.59, 2.20], [0.37, 0.85, -6.24], [2.49, 3.35, -3.41], [3.88, -2.57, 1.76], [-5.24, -0.84, -2.72], [-5.24, -2.42, 1.13], [0.43, 2.51, 0.72], [1.59, -5.21, 0.65], [-4.09, 0.44, 1.69], [4.52, 0.95, 4.72], [-3.12, -3.14, -3.17], [-3.24, -0.38, 5.33], [-1.68, 0.94, -3.40], [2.81, -2.17, -5.86], [-5.10, -3.98, 0.31], [0.54, 6.44, -2.57], [1.08, 5.41, 0.82], [3.46, 2.76, 6.09], [2.80, -2.64, 0.36], [1.83, 4.30, 2.39], [2.91, -5.51, 2.71], [-2.43, 4.57, -4.14], [3.39, -4.15, 3.72], [-1.32, 2.65, 0.62], [-2.49, 1.56, -0.98], [-3.72, -3.31, 1.19], [-0.96, -6.10, 4.87], [3.72, -4.08, 0.85], [1.78, -4.87, 3.91], [-0.92, 6.04, -3.46], [-2.07, -0.45, -1.33], [-3.23, 1.59, -3.91], [6.14, -4.50, -4.44], [-2.12, 2.89, 3.71], [1.30, 5.76, -0.88], [-2.44, 1.18, 5.62], [4.96, -2.50, -1.34], [0.87, 4.43, -5.63], [4.67, -3.99, -6.72], [1.96, 4.27, -0.20], [-5.87, -0.54, -1.11], [-3.88, 2.84, 3.69], [-2.96, -4.31, -1.86], [2.74, 2.19, -6.18], [-3.20, -6.97, 5.55], [2.06, 4.47, 4.90], [2.58, 4.94, -4.20], [0.43, 2.85, -4.97], [-4.43, -0.72, 2.98], [1.85, -2.53, 4.99], [0.56, -3.79, 0.46], [1.99, -4.10, -3.87], [-3.91, 2.12, -1.82], [-5.13, 0.91, 3.06], [3.17, -1.76, 4.09], [4.12, 0.92, 2.24], [-2.33, 4.90, -0.32], [-4.54, -4.06, -2.62], [-4.98, -3.21, 4.47], [6.23, -0.68, 0.25], [-2.87, 5.01, -2.49], [0.25, -4.93, 1.77], [-0.39, 1.84, 4.18], [-1.26, 6.07, -1.09], [0.56, 6.44, -4.32]], "mulliken_charge": [1.961, 0.806, 1.703, -0.510, -0.511, -0.368, -0.308, -1.085, -0.351, 1.545, -1.172, 0.432, 0.393, 0.017, 0.518, 2.017, -0.948, -1.582, -0.099, -1.082, -1.474, -1.147, -1.645, -1.812, -2.139, -0.371, 0.132, -1.908, -0.583, 2.807, -0.588, -0.224, 1.938, -1.960, -0.888, -0.517, -1.766, -0.339, -2.148, -0.317, 0.182, -1.791, -1.939, -0.889, -0.396, -0.829, -0.247, -0.914, -1.296, -0.529, -1.298, -0.616, 3.110, -2.140, -0.582, 2.654, -0.612, -1.949, -0.756, -1.963, 3.674, -1.156, -1.938, -0.831, -0.930, 0.192, -2.179, -0.301, 0.757, 0.525, 0.272, 0.583, 0.873, 0.720, 0.559, 0.510, 0.508, 0.582, 0.296, 0.567, 0.084, 0.364, 0.199, 0.352, -0.416, 0.307, 0.394, 0.145, 0.544, 0.152, 0.311, 0.265, 0.249, -0.346, 0.589, 0.175, 0.411, 0.263, 0.145, 0.136, 0.447, 0.469, 0.315, 0.483, 0.396, 0.208, 0.154, 0.543, 0.348, 0.362, -0.515, 0.004, 0.099, 0.455, 0.693, 0.173, 0.222, -0.011, 0.501, 0.444, 0.363, 0.313, 0.324, 0.672, 0.631, 0.423, 0.027, 0.285, 0.586, 0.232, 0.489, 0.386, 0.447, 0.529, -0.309, 0.022, 0.360, 0.218, 0.525, 0.710, 0.593, 0.405, 0.238, 0.328, 0.360, 0.449, 0.476, 0.242, 0.363, 0.496, 0.279, 0.518], "total_charge": -1, "de_lowest_kcal_mol": 120.2}

***

[4]
{"formula": "C10H23IMnN14O", "method": "wB97M-V/def2-TZVPD", "species": ["I", "Mn", "O", "N", "N", "N", "N", "N", "N", "N", "N", "N", "N", "N", "N", "N", "N", "C", "C", "C", "C", "C", "C", "C", "C", "C", "C", "H", "H", "H", "H", "H", "H", "H", "H", "H", "H", "H", "H", "H", "H", "H", "H", "H", "H", "H", "H", "H", "H", "H"], "positions_angstrom": [[-0.36, 2.68, -4.88], [0.10, -0.29, 0.61], [-0.96, 1.81, -1.87], [0.98, 2.22, 2.85], [2.91, -0.46, 1.80], [-1.22, 3.12, 2.64], [1.74, 0.24, 1.74], [0.64, -2.21, -0.26], [3.09, 1.17, 3.20], [-1.69, -0.71, -0.39], [-2.29, 2.75, 1.93], [-0.35, -1.51, 2.30], [-2.56, 3.29, -1.31], [-2.04, 1.70, 1.24], [1.38, 0.34, -1.05], [3.67, 0.09, 2.68], [-0.76, 1.32, 1.47], [-1.24, 3.75, -3.27], [-1.58, 2.84, -2.09], [-0.30, 2.23, 2.33], [-0.46, -2.66, -1.15], [0.82, -3.12, 0.89], [-1.38, -1.52, -1.58], [1.91, 1.23, 2.61], [-0.29, -2.93, 1.91], [1.82, -0.80, -1.88], [1.90, -2.03, -1.00], [1.77, -2.84, 1.36], [1.08, -0.96, -2.68], [0.88, -4.17, 0.58], [-1.21, -1.26, 2.78], [-2.10, 0.19, -0.63], [1.00, 1.09, -1.61], [1.19, 2.90, 3.56], [-0.13, -3.59, 2.77], [0.42, -1.27, 2.92], [-2.98, 4.19, -1.46], [-0.05, -3.18, -2.03], [2.68, -1.86, -0.25], [-0.51, 4.49, -2.95], [-1.06, -3.40, -0.61], [-2.36, -1.19, 0.20], [-2.26, -1.91, -2.08], [-2.12, 4.26, -3.66], [-1.26, -3.19, 1.48], [2.15, -2.93, -1.58], [2.77, -0.61, -2.37], [-2.68, 2.84, -0.41], [-0.88, -0.85, -2.28], [2.17, 0.69, -0.52]], "mulliken_spin": [0.000, 0.986, 0.001, 0.001, 0.006, -0.001, -0.022, -0.018, 0.001, 0.004, 0.006, -0.004, 0.000, 0.010, 0.018, -0.001, -0.013, 0.000, 0.003, 0.010, 0.005, 0.000, -0.003, -0.005, -0.001, -0.002, 0.006, 0.000, -0.001, 0.000, 0.001, -0.001, 0.002, 0.000, 0.000, 0.003, 0.000, 0.001, 0.000, 0.000, -0.001, 0.001, 0.001, 0.000, 0.000, 0.001, 0.000, 0.000, 0.001, 0.002], "total_charge": 0, "s_squared": 0.796, "de_lowest_kcal_mol": 0.0, "multiplicity": 2}